Model A:
Entry from OMol25: one molecule with the formula C4H8N2O2 (the ωB97M-V functional and the def2-TZVPD basis).

Last column: Löwdin charge in e.
Positions of all 16 atoms, in Å:
C -0.0495 -0.7426 1.9296  0.0118
C 0.0009 -0.7183 0.4501  -0.2671
N 1.2458 -0.0222 -1.5412  0.0536
C 0.5610 0.3675 -0.3300  -0.2523
O -0.3806 -1.7692 -0.2261  0.1809
H -0.8845 -2.3858 0.3258  0.1535
H 0.5821 -0.2693 -2.2667  0.0846
H 1.8108 0.7425 -1.8863  0.0777
H 1.1901 0.9999 0.2940  0.1522
H -0.9517 -1.2398 2.2896  0.1055
H -0.0301 0.2680 2.3244  0.1029
H 0.8337 -1.2906 2.2838  0.1147
N -1.0804 1.9153 -1.5252  0.1144
C -0.9145 1.1878 -0.4945  -0.5928
O -1.6911 0.8654 0.4412  -0.0607
H -0.2420 2.0915 -2.0686  0.0211

Calculated values
lowest unoccupied orbital energy = -0.32 eV

Model B:
Entry from OMol25: one molecule with the formula C4H8N2O2 (the ωB97M-V functional and the def2-TZVPD basis).

Last column: Löwdin charge in e.
Positions of all 16 atoms, in Å:
H -1.8537 1.5504 0.0671  0.0320
N -1.0396 1.8489 -0.4600  0.1014
C -0.1655 0.9428 -0.6280  -0.4537
N 0.9744 1.1752 -1.3143  0.1270
C -0.5857 -0.7946 -0.4796  -0.2964
O 0.3972 -1.5686 -0.9939  -0.0297
C -0.6847 -0.8767 1.0392  -0.1094
C 0.6062 -0.1905 1.4276  -0.2126
O 1.6963 -0.6111 1.0285  0.0256
H 1.0579 2.0522 -1.8037  0.1063
H 1.6315 0.4264 -1.4625  0.0918
H -1.5162 -0.8773 -1.0422  0.1437
H 1.1934 -1.4225 -0.3811  0.0923
H -0.6944 -1.9120 1.3939  0.1316
H -1.5519 -0.3348 1.4140  0.1122
H 0.5346 0.5923 2.1950  0.1377

Calculated values
lowest unoccupied orbital energy = 0.19 eV
structure (SMILES) = [H]/N=C(/N)[C@@H](O)CC=O

Model C:
Entry from OMol25: one molecule with the formula C4H8N2O2 (the ωB97M-V functional and the def2-TZVPD basis).

Last column: Löwdin charge in e.
Positions of all 16 atoms, in Å:
N 0.9511 1.2848 -0.8652  0.0995
C -0.0025 0.3216 -0.2958  -0.6284
N -1.3596 0.8039 -0.3627  0.0898
C 0.1106 -0.9741 -1.1021  -0.2060
O 0.8865 -1.8626 -0.8392  0.0805
C 0.3860 0.0177 1.1571  -0.0927
C -0.4224 -1.1462 1.6664  -0.2823
O -0.1124 -1.9117 2.5253  0.0767
H 1.9090 0.9825 -0.7220  0.0864
H 0.7985 1.3991 -1.8629  0.0782
H -1.6466 0.9544 -1.3267  0.0813
H -1.4458 1.6812 0.1368  0.0909
H -0.3388 -0.8931 -2.1168  0.1319
H 0.1764 0.8894 1.7784  0.1307
H 1.4446 -0.2361 1.2348  0.1287
H -1.3346 -1.3108 0.9947  0.1347

Calculated values
lowest unoccupied orbital energy = 0.64 eV
structure (SMILES) = NC(N)(C=O)CC=O

Model D:
Entry from OMol25: one molecule with the formula C4H8N2O2 (the ωB97M-V functional and the def2-TZVPD basis).

Last column: Löwdin charge in e.
Positions of all 16 atoms, in Å:
C -0.1649 0.1263 -0.5989  -0.1641
N -0.9284 1.1829 -0.0508  0.0587
C -1.9110 0.8596 0.9736  -0.4659
O -1.9914 -0.3356 1.3981  -0.0230
C 0.6907 -0.5390 0.5234  -0.2206
N 2.0802 -0.4254 0.1942  0.0775
C 2.3689 -1.1813 -0.9245  -0.3913
O 1.5570 -1.7716 -1.6210  0.0046
H -0.7419 -0.5937 -1.1738  0.1560
H 0.4982 0.5945 -1.3390  0.1303
H -2.8594 1.2716 0.5370  0.1745
H -1.7365 1.6402 1.7731  0.1729
H 0.3734 -1.5658 0.6904  0.1283
H 0.6234 0.0589 1.4268  0.1082
H -1.2867 1.9366 -0.6269  0.1451
H 3.4283 -1.2581 -1.1817  0.1088

Calculated values
lowest unoccupied orbital energy = -3.99 eV

Most stable: model C. Least stable: model D.

Model A:
Entry from OMol25: C4H8N2O2 as an isolated structure (the ωB97M-V functional and the def2-TZVPD basis).

Last column: Löwdin charge in e.
Positions of all 16 atoms, in Å:
C -1.6878 -0.6883 -0.6113  -0.1082
C -0.0934 -0.4816 -0.4111  -0.5026
C 0.5602 -1.3428 2.8483  -0.0390
C 0.0816 2.3466 -2.0223  0.0256
H -2.4371 -1.7060 -1.0258  0.1420
H -1.8525 0.2513 -1.4161  0.0780
H -2.2653 -0.0808 0.3012  0.0912
H 0.1950 -0.7425 -1.5530  0.1338
H 0.2455 -0.8108 3.7276  0.0244
H 0.8380 -2.7940 2.7261  0.2188
H -1.2527 3.4282 -1.0744  0.2934
H 0.5069 2.5216 -3.0010  -0.0225
N 0.3800 -0.3841 1.8837  0.0562
N 0.8940 0.9788 -1.8851  0.1004
O 0.4349 -1.3633 0.6563  -0.2006
O 0.0577 0.9592 -0.3434  -0.2909

Calculated values
lowest unoccupied orbital energy = -2.09 eV

Model B:
Entry from OMol25: C4H8N2O2 as an isolated structure (the ωB97M-V functional and the def2-TZVPD basis).

Last column: Löwdin charge in e.
Positions of all 16 atoms, in Å:
C -2.1892 -0.8640 0.3770  -0.1081
C 2.2794 1.0338 -0.4422  -0.0518
N 1.1049 0.1845 -0.4271  -0.0120
C 0.8436 -0.7065 0.4206  -0.2352
C -0.6769 0.6534 -1.0088  -0.3412
O -1.1401 -0.7652 -0.5766  -0.2140
N 0.9148 -1.3499 1.4448  0.2136
O -1.0774 1.6282 -0.4111  0.0285
H 0.2065 -1.3644 2.1625  0.0830
H -0.6785 0.5581 -2.1027  0.1435
H -2.4746 0.1069 0.7888  0.0854
H -3.0461 -1.3509 -0.0919  0.0848
H -1.8298 -1.5133 1.1808  0.0658
H 1.9482 2.0738 -0.4437  0.0896
H 2.9076 0.8686 0.4343  0.0849
H 2.9077 0.8070 -1.3045  0.0832

Calculated values
lowest unoccupied orbital energy = 0.86 eV

Most stable: model B. Least stable: model A.

Model A:
Entry from OMol25: C5H7NO as an isolated structure (the ωB97M-V functional and the def2-TZVPD basis).

Last column: Löwdin charge in e.
Positions of all 14 atoms, in Å:
C -1.4983 1.5046 -1.5001  -0.1098
N -0.7048 0.2819 -1.4570  0.0690
C -0.0469 0.0147 -0.4313  -0.3193
O 0.1208 0.7570 0.7784  0.0049
C 1.0640 -0.2126 1.2483  -0.1988
C 0.3131 -1.8799 1.1822  0.0471
C 0.8618 -1.0937 0.0417  -0.2314
H -1.2863 2.0299 -2.4395  0.0749
H -2.5609 1.2286 -1.5088  0.0808
H -1.3189 2.1862 -0.6561  0.0752
H 2.0329 0.1237 1.6175  0.1531
H 0.2165 -0.9476 2.0904  0.1441
H 1.1300 -2.4989 1.5903  0.0623
H 1.6769 -1.4937 -0.5558  0.1479

Calculated values
lowest unoccupied orbital energy = 0.93 eV

Model B:
Entry from OMol25: one molecule with the formula C5H7NO (the ωB97M-V functional and the def2-TZVPD basis).

Last column: Löwdin charge in e.
Positions of all 14 atoms, in Å:
C -0.2096 1.0147 1.5257  -0.0775
N 1.0050 0.2061 1.5661  0.0665
C 0.1910 0.1282 0.4064  -0.3692
C -0.5224 -1.0004 -0.3583  -0.1790
C -0.6154 -0.0867 -1.6076  -0.0330
C 0.7861 0.0416 -1.0079  -0.1759
O 0.8017 -1.4292 -0.8290  -0.0597
H -1.0789 0.6773 2.1012  0.1079
H -0.0643 2.0926 1.5359  0.0971
H 1.0859 -0.5649 2.2122  0.1041
H -1.2399 -1.7582 -0.0339  0.1436
H -1.2682 0.7933 -1.6095  0.1134
H -0.6341 -0.6473 -2.5462  0.1135
H 1.7052 0.4872 -1.3923  0.1483

Calculated values
lowest unoccupied orbital energy = 1.07 eV

Model C:
Entry from OMol25: one molecule with the formula C5H7NO (the ωB97M-V functional and the def2-TZVPD basis).

Last column: Löwdin charge in e.
Positions of all 14 atoms, in Å:
C 1.3290 -1.3533 -0.0125  -0.0039
C 0.2921 -0.3127 0.2690  -0.3832
N -0.8008 -0.4690 1.2284  0.1108
C -1.1471 -0.2004 -0.1487  -0.2161
C -1.0001 1.2736 -0.5292  -0.0326
C 0.4451 1.1688 0.0014  -0.3331
O 1.3725 1.9293 0.0645  0.1178
H 1.8840 -1.0472 -0.9060  0.0870
H 0.8624 -2.3222 -0.2093  0.0841
H 2.0438 -1.4624 0.8074  0.0834
H -0.9223 0.3305 1.8487  0.1100
H -1.7349 -0.9464 -0.6730  0.1404
H -1.6917 2.0163 -0.1230  0.1115
H -0.9321 1.3950 -1.6177  0.1238

Calculated values
lowest unoccupied orbital energy = 0.96 eV
structure (SMILES) = C[C@]12N[C@H]1CC2=O

Model D:
Entry from OMol25: one molecule with the formula C5H7NO (the ωB97M-V functional and the def2-TZVPD basis).

Last column: Löwdin charge in e.
Positions of all 14 atoms, in Å:
C -1.1859 -1.7687 -0.0100  0.1200
C -0.6645 -0.9745 0.7307  -0.1515
C 0.1078 -0.0090 1.5135  -0.1911
C 0.8255 1.0308 0.6070  -0.1970
N 1.2978 0.5146 -0.6588  0.0088
C 0.5469 0.4300 -1.7996  -0.3808
O 0.8445 -0.2776 -2.7387  0.0144
H -1.6259 -2.4449 -0.7092  0.0352
H 0.8454 -0.5491 2.1209  0.1137
H -0.5359 0.5222 2.2253  0.1128
H 0.1541 1.8770 0.4232  0.1191
H 1.6859 1.4244 1.1579  0.1150
H 1.9912 -0.2204 -0.6312  0.1448
H -0.3198 1.1132 -1.8049  0.1365

Calculated values
lowest unoccupied orbital energy = 0.83 eV
structure (SMILES) = C#CCCNC=O

Most stable: model D. Least stable: model A.

Model A:
Entry from OMol25: one molecule with the formula C5H7NO (the ωB97M-V functional and the def2-TZVPD basis).

Last column: Löwdin charge in e.
Positions of all 14 atoms, in Å:
C 1.4005 -0.4811 0.9931  -0.0941
C 0.5740 -1.2074 -0.0277  -0.1587
C -0.6504 -0.8850 -0.4463  -0.1124
C -1.4559 0.2905 0.0513  -0.2076
N -1.2226 1.5079 -0.7041  0.1170
C -0.2751 2.0297 -1.2358  -0.3246
O 0.5672 2.6360 -1.7896  0.1404
H 1.6425 -1.1359 1.8384  0.0771
H 2.3528 -0.1650 0.5512  0.0804
H 0.9052 0.4124 1.3840  0.0654
H 1.0475 -2.0806 -0.4766  0.0997
H -1.1158 -1.4865 -1.2249  0.1000
H -1.2458 0.4951 1.1067  0.1085
H -2.5241 0.0697 -0.0198  0.1089

Calculated values
lowest unoccupied orbital energy = 0.84 eV
structure (SMILES) = C/C=C\CN=C=O

Model B:
Entry from OMol25: a 2-piece molecular cluster, C5H7NO overall (the ωB97M-V functional and the def2-TZVPD basis).

Last column: Löwdin charge in e.
Positions of all 14 atoms, in Å:
C 1.4726 -1.1956 -1.1134  -0.1085
N 1.1601 -0.7885 0.1788  0.0294
C 0.8756 -1.0693 1.2701  -0.3815
O 0.5106 -1.1635 2.3565  0.1607
H 1.3562 -2.2888 -1.3795  0.1041
H 0.8254 -0.5632 -1.7223  0.0733
H 2.5513 -0.8480 -1.3091  0.1079
C -0.1868 1.8514 0.1700  -0.0089
C -1.2474 1.1290 0.1880  -0.2376
C -2.2950 0.4126 0.1981  -0.0307
H -0.0153 2.8077 0.6836  0.0747
H 0.7805 1.4331 -0.0376  0.0378
H -2.7427 -0.0596 1.1662  0.1022
H -3.0451 0.3425 -0.6492  0.0773

Calculated values
lowest unoccupied orbital energy = 0.73 eV
structure (SMILES) = CN=C=O.C=C=C

Most stable: model A. Least stable: model B.